[1]
Molecular formula: H39O19
Method: DFT, ωB97M-V/def2-TZVPD

Structure (ORCA input):
```
! RIJCOSX wB97M-V def2-TZVPD def2/J DEFGRID3
* xyz 1 1
O -1.924 1.502 -0.419
O 2.326 0.126 3.414
O 0.702 3.009 -0.558
O 1.200 -2.605 -2.770
O -2.451 -1.696 -3.780
O 2.161 0.285 -2.387
O -4.911 -0.604 1.496
O -3.729 -0.337 -1.730
O -2.745 3.498 2.845
O -0.907 -2.067 0.256
O 2.118 -2.194 1.570
O 0.555 0.295 -0.244
O 3.873 -1.221 -1.002
O 1.821 2.808 3.070
O 0.134 -4.382 0.915
O -2.081 1.279 -3.032
O -0.573 2.058 1.795
O 3.491 1.680 -0.533
O 0.140 -0.731 2.173
H 1.829 3.725 2.816
H -2.367 1.437 -1.305
H -0.213 2.730 1.194
H 0.768 1.247 -0.244
H 3.056 -0.078 -2.205
H 0.810 -4.920 1.340
H -0.295 -2.841 0.333
H -0.512 -1.502 -0.424
H 0.718 -1.987 -3.334
H 2.328 0.598 2.565
H -4.111 -1.223 -1.813
H -1.466 1.956 1.414
H -1.752 0.522 -3.533
H -0.679 -4.850 1.141
H -3.285 -1.343 -4.095
H -4.342 -1.371 1.573
H 3.733 0.790 -0.247
H 1.499 2.827 -1.073
H 1.140 0.000 -0.968
H 3.397 2.144 0.310
H 2.909 -1.757 1.240
H 2.839 0.762 3.934
H 1.084 2.282 3.371
H -2.881 1.496 -3.526
H 4.792 -1.311 -1.280
H 2.356 -2.620 2.400
H -4.487 0.155 -1.388
H 3.528 -2.100 -0.802
H -1.839 3.248 2.622
H -1.871 0.536 -0.349
H 1.867 -2.017 -2.400
H -5.160 -0.368 0.608
H -0.062 2.552 -0.949
H 1.020 -0.667 2.601
H -2.280 -1.326 -2.911
H -3.427 3.014 2.382
H 2.332 0.691 -3.247
H -0.285 0.114 1.885
H 0.109 -1.247 1.288
*
```

Computed properties:
E_tot (hartree): -1452.6786
HOMO level (eV): -13.048
Energy above the lowest of the compared OMol25 structures with the same formula, charge and spin (kJ/mol): 156.4

Löwdin atomic charge list, values in e, 6 entries: O -0.086; O -0.045; O -0.041; O -0.043; O -0.041; O -0.074

[2]
Molecular formula: C5H12O2
Method: DFT, ωB97M-V/def2-TZVPD

Structure (ORCA input):
```
! RIJCOSX wB97M-V def2-TZVPD def2/J DEFGRID3
* xyz 0 1
O -2.610 0.822 0.714
O -0.444 0.460 1.859
C -0.926 0.371 -1.170
C 1.636 0.060 -0.537
C 0.227 -0.346 -0.672
C -2.212 -0.062 -0.244
C 2.289 -0.608 0.677
H 2.126 -1.693 0.657
H -1.951 0.643 1.476
H 3.366 -0.428 0.684
H 2.133 -0.312 -1.456
H -0.729 1.442 -1.282
H 0.105 -1.437 -0.695
H 1.803 -0.207 1.571
H -1.910 -1.020 0.203
H 1.743 1.146 -0.526
H -3.030 -0.227 -0.948
H -0.431 1.436 1.852
H -1.184 -0.038 -2.163
*
```

Computed properties:
E_tot (hartree): -348.0378
HOMO level (spin up / spin down) (eV): -8.629 / -8.634
Energy above the lowest of the compared OMol25 structures with the same formula, charge and spin (kJ/mol): 438.6

Löwdin atomic charge list, values in e, 6 entries: O -0.089; O -0.308; C -0.128; C -0.236; C 0.022; C -0.276

[3]
Molecular formula: C4H15N3O
Method: DFT, ωB97M-V/def2-TZVPD

Structure (ORCA input):
```
! RIJCOSX wB97M-V def2-TZVPD def2/J DEFGRID3
* xyz 2 1
O 2.845 0.765 2.053
N 0.250 -0.913 0.970
N -0.298 1.537 1.857
N 0.363 -0.695 -2.423
C -0.952 1.056 0.610
C -0.679 -0.201 0.241
C -1.158 -0.775 -2.284
C -1.566 -0.895 -0.810
H -1.494 1.815 0.073
H 1.176 -0.504 1.050
H 0.167 -1.742 1.535
H 0.863 -1.533 -2.120
H -1.475 -1.666 -2.774
H 0.647 0.081 -1.845
H 3.665 1.240 1.857
H -1.506 0.059 -2.882
H -0.690 2.426 2.148
H 0.698 1.616 1.703
H -0.329 0.917 2.673
H -2.555 -0.519 -0.597
H -1.575 -1.938 -0.597
H 0.662 -0.550 -3.391
H 2.944 0.420 2.952
*
```

Computed properties:
E_tot (hartree): -400.2933
HOMO level (eV): -17.188
Energy above the lowest of the compared OMol25 structures with the same formula, charge and spin (kJ/mol): 158.0

Löwdin atomic charge list, values in e, 6 entries: O -0.050; N 0.120; N 0.212; N 0.212; C 0.001; C -0.336

[4]
Molecular formula: C4H6LiO2Rh
Method: DFT, ωB97M-V/def2-TZVPD

Structure (ORCA input):
```
! RIJCOSX wB97M-V def2-TZVPD def2/J DEFGRID3
* xyz 3 6
Rh -1.811 0.648 -0.214
O 1.830 0.549 1.351
O -1.910 -1.213 -0.163
C -0.831 -1.511 -0.517
C 0.668 1.193 1.081
C 0.463 -1.318 -0.659
C 0.264 1.172 -0.374
Li -3.154 -1.861 -1.255
H 0.137 1.626 1.923
H 0.747 0.886 -1.304
H 2.118 0.717 2.252
H -0.533 1.874 -0.625
H 0.885 -1.145 -1.637
H 1.126 -1.616 0.139
*
```

Computed properties:
E_tot (hartree): -422.9874
<S²>: 8.766
HOMO level (spin up / spin down) (eV): -20.611 / -25.113
Energy above the lowest of the compared OMol25 structures with the same formula, charge and spin (kJ/mol): 0.0

Löwdin atomic charge list, values in e, 6 entries: Rh 1.291; O 0.194; O -0.179; C -0.230; C 0.046; C 0.159

[5]
Molecular formula: C3H7NO3
Method: DFT, ωB97M-V/def2-TZVPD

Structure (ORCA input):
```
! RIJCOSX wB97M-V def2-TZVPD def2/J DEFGRID3
* xyz -1 2
O -0.136 2.971 -0.550
O 1.165 0.063 1.256
O -1.670 -2.155 1.349
N 0.890 0.005 -0.997
C -0.415 0.593 -0.989
C 1.601 -0.171 0.184
C -0.440 1.826 -0.128
H 2.606 -0.731 0.182
H -0.767 1.095 -1.894
H -1.167 -0.224 -0.639
H -0.956 -2.848 1.436
H -0.675 1.695 0.934
H -1.115 -1.538 1.667
H 1.077 -0.580 -1.810
*
```

Computed properties:
E_tot (hartree): -398.9109
<S²>: 0.753
HOMO level (spin up / spin down) (eV): 0.702 / -4.098
Energy above the lowest of the compared OMol25 structures with the same formula, charge and spin (kJ/mol): 226.4

Löwdin atomic charge list, values in e, 6 entries: O -0.165; O -0.009; O -0.072; N -0.015; C -0.291; C -0.444

[6]
Molecular formula: C31H32Cl4F4O2
Method: DFT, ωB97M-V/def2-TZVPD

Structure (ORCA input):
```
! RIJCOSX wB97M-V def2-TZVPD def2/J DEFGRID3
* xyz 0 1
Cl 3.192 0.714 -3.275
Cl 3.616 -1.579 -4.953
Cl 2.972 0.981 -6.130
Cl 0.971 -0.580 -4.636
F 2.448 1.283 1.726
F -3.973 2.405 4.350
F -2.053 1.272 -3.344
F -0.151 -6.794 3.318
O -3.022 -1.285 -5.454
O -0.610 -2.290 0.482
C 1.035 -0.710 -0.180
C 3.016 0.615 2.736
C -1.110 4.437 -1.822
C -4.275 0.680 -5.790
C -1.526 3.119 -1.943
C 2.335 -0.406 3.381
C -0.887 4.612 -4.192
C 3.246 -4.533 2.919
C 2.943 -1.057 4.456
C -3.825 -0.526 -4.984
C 3.261 -5.653 3.725
C 2.107 -6.415 3.899
C -1.121 1.224 2.470
C 4.855 0.375 4.245
C -0.843 5.221 -2.942
C 4.174 -0.627 4.919
C -1.654 2.540 -3.191
C -1.476 3.555 2.015
C -2.528 3.549 2.907
C 0.971 -6.068 3.180
C -0.343 -1.367 -0.247
C 2.087 -4.127 2.281
C -1.304 3.298 -4.294
C -2.929 2.367 3.509
C -4.476 -0.706 -3.638
C -0.784 2.372 1.778
C -2.271 1.174 3.273
C 2.657 -0.094 -4.733
C 0.963 -4.945 2.362
C -1.279 -0.883 -1.323
C 4.297 0.982 3.134
H 0.933 0.356 -0.372
H -0.612 6.272 -2.841
H 2.131 -7.291 4.532
H 4.124 -3.907 2.796
H -1.442 2.907 -5.298
H 4.144 -6.003 4.243
H -4.973 0.218 -3.332
H 5.850 0.632 4.584
H 2.497 -1.917 4.938
H -5.367 0.772 -5.762
H 4.611 -0.962 5.852
H 2.040 -3.196 1.736
H -0.925 4.859 -0.843
H -0.519 0.330 2.368
H -1.707 -1.828 -1.679
H -0.715 -0.519 -2.178
H -1.185 4.522 1.626
H -1.731 2.580 -1.024
H 1.453 -0.837 0.817
H -5.277 -1.437 -3.764
H -2.092 -0.253 -0.975
H -3.134 4.435 3.056
H -3.951 0.548 -6.818
H 0.049 -4.627 1.875
H 1.378 -0.795 3.057
H -0.618 5.179 -5.072
H -3.946 1.614 -5.331
H 4.776 1.783 2.585
H -2.541 0.251 3.765
H 0.100 2.355 1.152
H -3.778 -0.941 -2.839
H 1.720 -1.232 -0.850
*
```

Computed properties:
E_tot (hartree): -3591.1287
HOMO level (eV): -9.108
Structure (SMILES): ClC(Cl)(Cl)Cl.Fc1ccccc1.Fc1ccccc1.Fc1ccccc1.Fc1ccccc1.CC(C)=O.CC(C)=O

Löwdin atomic charge list, values in e, 6 entries: Cl 0.532; Cl 0.502; Cl 0.504; Cl 0.551; F 0.054; F 0.064

[7]
Molecular formula: C3H3NO2
Method: DFT, ωB97M-V/def2-TZVPD

Structure (ORCA input):
```
! RIJCOSX wB97M-V def2-TZVPD def2/J DEFGRID3
* xyz 0 1
O 1.350 -0.864 0.068
O 1.073 1.591 1.003
N -1.625 -1.143 -1.755
C 0.157 -0.255 -0.080
C -0.821 -0.764 -0.975
C 0.081 1.108 0.486
H -0.872 1.647 0.406
H -1.220 -1.051 0.201
H 1.877 -0.269 0.645
*
```

Computed properties:
E_tot (hartree): -321.2001
HOMO level (spin up / spin down) (eV): -9.060 / -9.062
Energy above the lowest of the compared OMol25 structures with the same formula, charge and spin (kJ/mol): 466.0

Löwdin atomic charge list, values in e, 6 entries: O 0.077; O 0.058; N 0.166; C -0.304; C -0.317; C -0.190

[8]
Molecular formula: C28H44BrCrN3P2
Method: DFT, ωB97M-V/def2-TZVPD

Structure (ORCA input):
```
! RIJCOSX wB97M-V def2-TZVPD def2/J DEFGRID3
* xyz 2 5
Br 1.675 -1.259 3.251
Cr 0.184 -0.053 1.578
P 6.396 -0.994 0.519
P -0.272 -2.100 0.560
N -7.063 5.688 -5.336
N -0.964 -0.696 4.365
N -0.820 0.197 3.386
C -1.360 1.352 3.850
C -3.497 2.971 -2.603
C -6.680 4.413 -5.540
C -5.907 5.595 -3.211
C -6.671 6.252 -4.181
C -0.994 0.900 0.263
C -2.109 1.660 0.693
C -1.362 -4.499 1.839
C 5.529 -1.418 -1.094
C 5.228 -1.780 1.769
C 6.168 -2.577 -1.869
C -4.702 3.571 -2.406
C 5.806 0.786 0.653
C -2.678 2.284 -1.608
C -5.502 4.256 -3.421
C 0.279 -2.583 -2.275
C -3.142 -1.511 0.785
C -2.931 2.334 -0.215
C 5.895 -2.152 3.101
C -5.918 3.667 -4.639
C -2.001 -1.998 -0.117
C 6.856 1.808 0.199
C -1.565 1.523 -2.037
C -0.744 0.847 -1.126
C -1.619 -0.150 5.402
C 0.840 -2.589 -0.848
C -0.210 -3.486 1.798
C -1.882 1.159 5.108
H 6.682 2.791 0.672
H 5.847 -3.556 -1.473
H -1.345 1.467 -3.111
H 1.195 -3.601 -0.585
H -5.621 6.116 -2.290
H -0.201 -3.546 -2.521
H -3.784 2.908 0.163
H 6.926 -2.516 2.956
H -1.115 -5.311 2.546
H 5.329 -2.949 3.617
H 4.459 -1.626 -0.893
H -1.563 -4.959 0.858
H -3.064 2.990 -3.612
H 6.830 1.945 -0.896
H -2.736 -0.847 1.569
H 5.945 -1.278 3.773
H -2.339 1.726 1.763
H -0.461 -1.783 -2.438
H 7.271 -2.537 -1.811
H 5.478 0.992 1.691
H 5.882 -2.543 -2.936
H -3.888 -0.930 0.216
H 5.567 -0.495 -1.703
H 1.732 -1.941 -0.760
H 0.109 0.271 -1.505
H -7.005 3.959 -6.487
H 4.433 -1.033 1.955
H -0.139 -2.962 2.767
H -2.365 1.892 5.740
H 1.101 -2.432 -2.997
H -5.651 2.634 -4.886
H 4.907 0.861 0.013
H 0.763 -3.986 1.630
H 7.879 1.489 0.470
H -6.986 7.293 -4.019
H -1.898 -1.388 -1.033
H -1.328 2.317 3.367
H -2.212 -3.024 -0.471
H -5.144 3.561 -1.402
H -3.664 -2.340 1.288
H -0.657 -1.686 4.359
H -1.870 -0.669 6.318
H 4.734 -2.659 1.309
H -2.291 -4.025 2.196
*
```

Computed properties:
E_tot (hartree): -5558.1292
<S²>: 6.102
HOMO level (spin up / spin down) (eV): -12.317 / -12.404
Energy above the lowest of the compared OMol25 structures with the same formula, charge and spin (kJ/mol): 233.2

Löwdin atomic charge list, values in e, 6 entries: Br 0.211; Cr 0.506; P 1.254; P 0.917; N 0.062; N -0.049

[9]
Molecular formula: C17H36FN3O4S
Method: DFT, ωB97M-V/def2-TZVPD

Structure (ORCA input):
```
! RIJCOSX wB97M-V def2-TZVPD def2/J DEFGRID3
* xyz 0 1
S -0.117 -3.468 2.308
F 0.483 -4.979 2.954
O 1.070 -2.840 1.536
O 2.768 3.893 -3.364
O 1.892 -1.717 -3.666
O -1.191 -3.849 1.232
N 2.872 1.958 -2.097
N -0.738 -2.498 3.621
N 1.995 -3.651 -2.399
C 1.966 -2.936 -3.578
C -2.674 -1.046 2.514
C -3.165 1.439 3.629
C 2.811 2.674 -0.840
C -2.386 1.311 1.095
C -0.714 3.952 -0.270
C 0.448 -2.297 4.587
C -3.229 0.496 2.250
C 2.842 2.673 -3.275
C -1.376 3.178 -1.596
C 2.960 0.513 -2.075
C 2.084 -5.096 -2.377
C -2.108 1.883 -1.535
C -1.158 3.997 -3.038
C -3.160 1.417 -0.355
C -1.171 -1.112 3.167
C 1.935 -2.935 -1.142
H 0.855 -1.178 4.560
H 1.383 -2.966 4.275
H 3.867 0.222 -1.537
H -1.573 4.274 0.461
H 1.884 3.253 -0.804
H 2.843 1.978 0.003
H -2.201 4.317 -3.462
H -3.787 2.442 3.513
H -0.379 -0.632 2.423
H -4.384 0.471 1.957
H 2.783 -2.246 -1.084
H 1.967 -3.631 -0.300
H -1.399 0.703 0.907
H -1.971 1.111 -2.436
H -2.694 -1.655 1.494
H 2.122 -5.505 -3.391
H -3.480 0.830 4.600
H -0.105 4.919 -0.615
H 1.008 -2.356 -1.106
H -1.155 -0.431 4.146
H 2.991 -5.387 -1.839
H -0.503 4.978 -2.863
H -3.474 -1.537 3.251
H -4.097 2.122 -0.248
H 0.017 3.180 0.219
H 3.659 3.363 -0.782
H 1.207 -5.497 -1.862
H 2.017 -3.576 -4.473
H -2.217 2.402 1.497
H -3.582 0.331 -0.593
H 2.999 0.104 -3.089
H 2.894 2.033 -4.171
H 0.040 -2.592 5.662
H -0.531 3.298 -3.737
H -2.028 1.785 3.704
H 2.083 0.112 -1.560
*
```

Computed properties:
E_tot (hartree): -1632.2853
HOMO level (eV): -7.993
Structure (SMILES): CC(C)=CCC[C@H](C)CCN(C)S(=O)(=O)F.CN(C)C=O.CN(C)C=O

Löwdin atomic charge list, values in e, 6 entries: S 0.893; F -0.241; O -0.358; O -0.009; O -0.011; O -0.339

[10]
Molecular formula: C4H8O2
Method: DFT, ωB97M-V/def2-TZVPD

Structure (ORCA input):
```
! RIJCOSX wB97M-V def2-TZVPD def2/J DEFGRID3
* xyz 0 1
O -0.268 1.373 0.573
O 3.056 -0.377 0.011
C 2.018 -0.007 0.502
C -0.298 0.271 -0.326
C -1.705 -0.287 -0.442
C 0.700 -0.713 0.277
H -1.725 -1.159 -1.103
H 1.976 0.902 1.135
H 0.875 -1.584 -0.360
H -2.389 0.471 -0.844
H -2.054 -0.579 0.552
H 0.053 0.577 -1.327
H -0.553 2.156 0.100
H 0.314 -1.043 1.251
*
```

Computed properties:
E_tot (hartree): -307.6716
HOMO level (eV): -9.542
Structure (SMILES): C[C@@H](O)CC=O
Energy above the lowest of the compared OMol25 structures with the same formula, charge and spin (kJ/mol): 107.3

Löwdin atomic charge list, values in e, 6 entries: O -0.050; O 0.050; C -0.257; C -0.459; C -0.052; C -0.116

[11]
Molecular formula: C6H8N4
Method: DFT, ωB97M-V/def2-TZVPD

Structure (ORCA input):
```
! RIJCOSX wB97M-V def2-TZVPD def2/J DEFGRID3
* xyz 0 1
N -0.998 2.058 2.605
N 0.958 -0.524 -2.830
N 0.470 0.304 2.595
N -0.376 -1.812 -4.098
C -0.833 1.579 3.941
C 0.826 -1.231 -4.026
C 0.036 0.499 3.879
C -0.112 1.320 1.877
C -0.299 -0.557 -2.217
C -1.073 -1.403 -2.934
H -1.225 1.956 4.886
H 0.458 -0.141 4.653
H -0.423 -0.048 -1.261
H 1.808 0.012 -2.640
H 0.981 -0.479 2.179
H 0.188 1.481 0.841
H -2.095 -1.751 -2.787
H 1.709 -1.265 -4.663
*
```

Computed properties:
E_tot (hartree): -452.4239
HOMO level (eV): -8.962
Structure (SMILES): c1c[nH]cn1.c1c[nH]cn1
Energy above the lowest of the compared OMol25 structures with the same formula, charge and spin (kJ/mol): 99.3

Löwdin atomic charge list, values in e, 6 entries: N 0.035; N 0.016; N 0.024; N 0.029; C -0.138; C -0.198

[12]
Molecular formula: H5N2PS
Method: DFT, ωB97M-V/def2-TZVPD

Structure (ORCA input):
```
! RIJCOSX wB97M-V def2-TZVPD def2/J DEFGRID3
* xyz 0 1
S 0.491 1.923 1.788
P -1.427 -0.228 -1.815
N 0.099 -1.873 -0.726
N -0.268 -0.548 -0.826
H 0.352 -2.008 0.257
H -0.512 -2.625 -1.062
H 1.614 1.483 1.301
H 0.955 2.763 2.722
H -1.304 1.114 -1.640
*
```

Computed properties:
E_tot (hartree): -851.9603
HOMO level (eV): -8.973
Structure (SMILES): [H]/P=N/N.S
Energy above the lowest of the compared OMol25 structures with the same formula, charge and spin (kJ/mol): 291.7

Löwdin atomic charge list, values in e, 6 entries: S 0.457; P 0.729; N -0.131; N -0.512; H 0.077; H 0.058